Here is C4H5NO in the gas phase from OMol25. Energies are from ωB97M-V with the def2-TZVPD basis set.

Geometry as XYZ:
```
11
Properties=species:S:1:pos:R:3:forces:R:3
O 0.4042 -1.4019 -0.1967 0.00 -1.32 0.30
N 2.4846 0.0620 0.0622 -0.31 1.21 -0.59
C 0.2184 1.2233 -0.4317 0.06 0.13 0.14
C 1.4666 0.5074 -0.2825 1.66 1.08 0.44
C -0.8108 -0.8555 0.2598 0.04 -0.04 0.10
C -0.9127 0.6198 -0.0708 0.46 -0.14 -0.04
H -1.8658 1.1554 0.0010 0.40 -0.28 -0.10
H 1.2819 -1.1818 0.2635 -2.39 -0.75 -0.26
H -1.6135 -1.3952 -0.2626 0.20 0.09 0.12
H -0.9823 -1.0038 1.3357 0.06 0.01 -0.06
H 0.3293 2.2703 -0.6779 -0.19 -0.01 -0.06
```
Positions in Å, forces in eV/Å.

Its multiplicity is 1. The calculation puts the electronic energy at -7764.4255 eV. As for the SMILES: N#C/C=C\CO. The HOMO energy comes out at -10.3 eV. The HOMO-LUMO gap comes out at 10.824 eV. Its maximum force is 2.51 eV/A.

=====

Here is 3 unconnected molecules or ions with the total composition C5H12O2 from OMol25. Energies are from ωB97M-V with the def2-TZVPD basis set.

Geometry as XYZ:
```
19
Properties=species:S:1:pos:R:3:forces:R:3
O -2.1202 -0.6273 -0.3702 0.25 0.57 -0.10
O 0.3915 1.7018 -1.1540 -0.08 0.06 0.04
C -1.4615 0.3802 -0.4642 -0.19 -0.35 -0.05
C 0.0659 -1.8703 2.5719 -0.12 -0.07 -0.10
C 1.4683 1.9103 -2.0352 0.21 0.08 -0.17
C -0.2465 0.4738 -1.3676 -0.11 -0.18 -0.03
C -0.8890 -2.2799 1.7441 0.13 0.06 0.13
H -0.6671 -2.8271 0.8307 0.00 0.06 0.18
H -0.1603 -1.2954 3.4684 0.01 -0.14 -0.14
H 0.5675 0.9715 1.1833 0.07 -0.05 0.13
H 0.4702 0.3381 1.5680 0.03 0.19 -0.07
H 2.2220 1.1132 -1.9503 -0.11 0.10 0.02
H -1.9355 -2.0492 1.9183 0.14 -0.07 0.02
H -1.7083 1.3054 0.1003 0.04 -0.16 -0.12
H 1.1253 1.9574 -3.0800 0.03 -0.03 0.14
H 1.1178 -2.0615 2.3716 -0.15 -0.04 0.05
H 0.4131 -0.3821 -1.1503 -0.07 0.12 -0.02
H -0.5801 0.3760 -2.4147 -0.02 -0.01 0.14
H 1.9270 2.8649 -1.7703 -0.06 -0.13 -0.03
```
Positions in Å, forces in eV/Å.

Its multiplicity is 1. The calculation puts the electronic energy at -9471.6151 eV. As for the SMILES: COCC=O.[H][H].C=C. The HOMO energy comes out at -9.9 eV. The HOMO-LUMO gap comes out at 10.875 eV. Its maximum force is 0.63 eV/A.

=====

Here is 3 unconnected molecules or ions with the total composition C3H12N2O2 from OMol25. Energies are from ωB97M-V with the def2-TZVPD basis set.

Geometry as XYZ:
```
19
Properties=species:S:1:pos:R:3:forces:R:3
O 0.4096 2.4193 0.3078 0.69 0.16 -0.07
O -0.7728 -0.5226 1.3929 0.07 0.21 0.34
N -1.5457 1.6595 -0.5284 -0.15 0.00 -0.46
N 1.7030 -0.2156 0.1289 0.23 0.23 0.25
C 1.9424 -0.7116 -1.2181 0.09 -0.11 -0.09
C -1.4160 -1.6082 0.7890 -0.09 -0.12 0.07
C -0.7719 2.2039 0.4255 -0.68 0.09 0.30
H 1.0654 -0.5021 -1.8301 0.01 -0.07 -0.08
H -1.3399 2.4876 1.3247 0.07 -0.06 0.03
H 2.8166 -0.2671 -1.7100 -0.08 -0.04 0.01
H 0.1391 -0.4648 1.0303 -0.05 -0.10 -0.07
H 1.5638 0.7943 0.1111 0.05 -0.08 0.05
H 2.5103 -0.3980 0.7162 -0.09 0.04 -0.02
H 2.0831 -1.7925 -1.1781 -0.04 0.02 -0.13
H -0.9076 -2.5548 1.0062 -0.08 -0.03 -0.05
H -2.4305 -1.6604 1.1947 0.08 -0.07 -0.09
H -1.0955 1.2867 -1.3484 -0.02 -0.01 0.00
H -1.4799 -1.4957 -0.3001 -0.05 -0.04 -0.07
H -2.4735 1.3423 -0.3141 0.02 -0.02 0.08
```
Positions in Å, forces in eV/Å.

Its multiplicity is 1. The calculation puts the electronic energy at -10380.7466 eV. As for the SMILES: NC=O.CN.CO. The HOMO energy comes out at -9.6 eV. The HOMO-LUMO gap comes out at 10.481 eV. Its maximum force is 0.75 eV/A.

=====

Here is a molecular structure, C20H36Cl2F3LiN3O4PS3Sb from OMol25. Energies are from ωB97M-V with the def2-TZVPD basis set.

Geometry as XYZ:
```
74
Properties=species:S:1:pos:R:3:forces:R:3
Sb 2.2114 -3.3264 -2.1424 0.15 -0.37 -0.36
Cl 3.0012 -2.9964 1.7331 -0.03 -0.05 -0.04
Cl 4.6993 -0.9806 2.9698 0.01 -0.04 0.02
S 0.3179 -0.6575 -3.0571 0.18 -0.10 -0.03
S -0.0060 2.3318 -0.8282 0.08 0.04 -0.05
S 1.0721 0.6861 2.8138 -0.09 -0.01 0.06
P -1.2299 0.5656 -3.5363 -0.38 -0.02 -0.12
F 0.2330 4.8600 5.3489 0.01 0.01 0.05
F 2.0826 5.7024 4.5609 -0.02 0.00 0.04
F 0.1764 6.6929 4.2244 0.03 -0.03 0.04
O 4.3916 0.3896 0.3207 -0.06 -0.07 0.00
O -2.4110 -0.0187 -2.4893 -0.04 -0.13 -0.06
O -1.8357 -0.0662 -4.9760 0.14 0.09 0.06
O 2.4672 -0.7249 -0.0477 0.54 -0.22 0.26
N -1.1095 0.4752 4.3252 -0.06 0.06 -0.14
N 0.2641 3.2161 0.6448 -0.06 0.04 0.26
N -1.0746 -0.8792 2.4481 -0.03 0.07 -0.08
C -0.6320 -1.0855 1.0725 0.11 -0.15 0.01
C 0.7940 5.4506 4.2408 -0.04 0.17 0.00
C 3.5903 -0.5283 0.4803 -0.07 0.00 -0.15
C -0.8007 3.5461 1.4539 -0.05 -0.01 -0.14
C -0.6555 4.2628 2.5947 0.01 0.01 0.09
C -3.3815 -1.8438 -5.4774 0.05 0.06 0.02
C -1.3817 -2.1229 3.1382 -0.04 0.07 -0.04
C -1.9315 -1.4555 -5.2424 -0.09 0.01 0.09
C 1.7251 4.3433 2.1732 -0.06 0.07 0.06
C -0.4899 1.4287 5.2271 0.01 0.00 -0.03
C -4.4045 1.2816 -3.0790 0.06 -0.06 0.02
C 1.5571 -3.8251 -4.1541 -0.04 0.00 0.02
C -3.3739 0.9110 -2.0196 0.04 0.12 -0.08
C -2.5606 0.5779 4.2884 0.05 -0.01 0.03
C -0.4166 0.0876 3.1965 0.11 -0.05 0.15
C 0.6349 4.6917 3.0166 0.09 -0.15 -0.15
C 3.6488 -4.9898 -2.1873 0.00 0.06 0.16
C 3.7211 -1.9692 -2.8479 -0.04 0.11 0.05
C 4.1358 -1.6652 1.4215 -0.14 0.24 0.00
C 1.5216 3.6327 1.0342 -0.01 -0.04 -0.06
Li 1.3126 0.2139 -1.0346 -0.30 0.44 -0.11
H -1.0683 1.4479 6.1541 0.00 0.00 -0.01
H -2.9521 0.0438 3.4293 0.01 -0.02 -0.02
H 5.0086 -2.1019 0.9506 0.04 -0.04 -0.03
H -0.4806 -2.7427 3.2397 0.01 -0.01 -0.01
H 4.0157 -5.1360 -3.2060 -0.02 0.03 0.03
H 4.4952 -4.7502 -1.5369 -0.06 -0.04 -0.02
H -1.7583 3.1980 1.0942 0.01 -0.01 0.03
H -2.1190 -2.6810 2.5587 -0.01 0.00 0.01
H -1.5156 -2.0341 -4.4158 0.04 0.01 0.04
H 3.1939 -5.9173 -1.8313 0.01 0.03 -0.02
H -3.8669 0.4309 -1.1704 0.02 0.02 0.05
H -3.7903 -1.3192 -6.3444 -0.01 -0.01 0.01
H 2.4068 -4.1178 -4.7773 -0.01 0.02 0.08
H -3.9729 -1.5761 -4.6016 -0.02 -0.03 0.00
H -4.9222 0.3905 -3.4409 -0.01 0.01 -0.01
H -2.8683 1.8112 -1.6542 0.00 -0.02 0.02
H -1.3313 -1.6763 -6.1307 0.04 -0.01 -0.01
H -1.5305 4.4936 3.1909 -0.03 -0.02 -0.06
H 2.3188 3.3282 0.3740 0.05 -0.01 0.03
H -5.1448 1.9745 -2.6656 0.04 -0.01 -0.02
H -0.4763 -0.1197 0.6004 -0.08 0.09 -0.05
H -2.9996 0.1650 5.2013 -0.01 0.00 0.02
H 0.5332 1.1297 5.4377 0.01 -0.01 0.01
H -2.8625 1.6288 4.2082 0.02 0.01 0.01
H 4.4109 -1.7130 -2.0421 -0.05 0.00 -0.02
H -0.4574 2.4347 4.7948 -0.01 -0.05 0.01
H 2.7318 4.6321 2.4418 0.01 -0.06 -0.06
H -1.4168 -1.6150 0.5279 -0.01 0.02 0.04
H 4.2717 -2.4247 -3.6739 -0.04 -0.02 0.02
H 0.8347 -4.6453 -4.1256 0.03 0.04 0.00
H -1.7824 -1.9295 4.1309 -0.01 -0.01 0.00
H 0.3018 -1.6541 1.0074 0.00 0.01 0.06
H 1.0754 -2.9427 -4.5753 -0.01 -0.04 0.01
H -3.4643 -2.9221 -5.6421 -0.02 0.01 -0.03
H 3.2289 -1.0570 -3.1874 0.05 -0.03 0.01
H -3.9097 1.7549 -3.9291 -0.05 0.01 0.01
```
Positions in Å, forces in eV/Å.

Its multiplicity is 2. The calculation puts the electronic energy at -115723.5809 eV. The HOMO energy (spin up / spin down) comes out at -0.3 / -2.1 eV. Its charge is -2. The HOMO-LUMO gap (spin up / spin down) comes out at 4.669 / 6.416 eV. Its maximum force is 0.64 eV/A.

=====

The lowest electronic energy belongs to which entry? C20H36Cl2F3LiN3O4PS3Sb

=====

Which formula does entry 4 have? C20H36Cl2F3LiN3O4PS3Sb